Entry 1:
The following is a DFT calculation (ωB97M-V/def2-TZVPD) of a 2-piece molecular cluster, C5H15NO2 overall.

Element x y z (Å)
C (-0.2144, -2.1230, 0.6387)
C (-0.6227, -3.2753, -0.2655)
C (-0.7245, -0.7382, 0.2663)
N (-0.0052, 0.3269, 0.9481)
C (-0.0372, 1.6179, 0.2696)
C (-1.0213, 2.5764, 0.9739)
O (-0.9733, 2.4118, 2.3797)
H (0.8525, -2.0969, 0.7450)
H (-0.4511, -2.2755, 1.6951)
H (-0.6748, -4.1800, 0.3341)
H (-1.4891, -3.1022, -0.9002)
H (0.1727, -3.4704, -0.9753)
H (-0.7130, -0.6127, -0.7852)
H (-1.7628, -0.7001, 0.6055)
H (0.9193, 0.0277, 1.1913)
H (0.9396, 2.0914, 0.1806)
H (-0.3806, 1.4770, -0.7592)
H (-0.8862, 3.5774, 0.5919)
H (-2.0267, 2.2439, 0.7045)
H (-0.8267, 1.4600, 2.4927)
H (2.5773, 1.8243, -3.5112)
H (3.8685, 1.1031, -3.6594)
O (3.4798, 1.8364, -3.1610)

Calculated values
Kohn-Sham gap in hartree: 0.359
ΔE to the lowest compared entry with this formula, charge and spin in kcal per mole: 33.8
Calculated total energy in Eh: -404.70118
Total charge: 0
SMILES: CCCNCCO.O
M in g/mol: 121.18
Multiplicity: 1

***

Entry 2:
The following is a DFT calculation (ωB97M-V/def2-TZVPD) of a 2-piece molecular cluster, C5H15NO2 overall.

Element x y z (Å)
C (-1.2703, 1.5652, -0.5338)
C (-1.9372, 1.3960, -1.8829)
C (-0.5793, 0.3094, -0.0258)
N (0.1689, 0.4840, 1.2468)
C (1.4162, -0.2269, 1.4213)
C (2.4520, 0.1801, 0.2934)
O (2.3425, 1.5102, -0.1597)
H (-2.1085, 1.7863, 0.1823)
H (-0.5679, 2.3852, -0.5533)
H (-2.6340, 2.2535, -2.1299)
H (-1.2026, 1.2319, -2.7488)
H (-2.5405, 0.4760, -1.8594)
H (-1.0674, -0.6572, -0.2480)
H (0.1371, 0.2924, -0.7490)
H (-0.4341, 0.0690, 2.0159)
H (1.7910, 0.5352, 2.2784)
H (1.3528, -1.2950, 1.6724)
H (3.3850, 0.0383, 0.7839)
H (2.4050, -0.3153, -0.6749)
H (1.4997, 1.8958, -0.0490)
H (-0.6488, -4.5281, -0.1431)
H (-1.0202, -5.1081, 1.1398)
O (-0.9395, -4.2777, 0.7233)

Calculated values
Kohn-Sham gap in hartree: 0.358
ΔE to the lowest compared entry with this formula, charge and spin in kcal per mole: 62.7
Calculated total energy in Eh: -404.65513
Total charge: 0
SMILES: CCCNCCO.O
M in g/mol: 121.18
Multiplicity: 1

***

Entry 3:
The following is a DFT calculation (ωB97M-V/def2-TZVPD) of a 3-piece molecular cluster, C5H15NO2 overall.

Element x y z (Å)
C (-1.9712, 1.1222, 0.9294)
N (-0.6908, 0.4632, 0.7083)
C (0.0043, 0.4112, -0.5145)
C (1.1134, -0.3294, -0.6334)
C (2.0250, -0.2403, -1.8190)
C (-0.4016, 1.4655, -1.5076)
H (-1.7954, 2.1819, 1.1246)
H (-2.7084, 0.9973, 0.1336)
H (-2.4109, 0.7155, 1.8371)
H (-0.6500, -0.4061, 1.2181)
H (1.3634, -1.0736, 0.1145)
H (3.0054, 0.1625, -1.5325)
H (2.2479, -1.2314, -2.2272)
H (1.6831, 0.4038, -2.6211)
H (-0.6053, 1.0571, -2.4903)
H (0.4047, 2.1931, -1.6270)
H (-1.2648, 2.0462, -1.1965)
H (-1.0954, -3.7300, 0.1052)
H (-0.0868, -3.2171, 1.1843)
O (-0.9409, -3.0527, 0.7778)
H (0.2690, 0.4052, 2.8599)
H (1.4654, -0.1983, 2.1537)
O (1.0398, -0.1459, 3.0225)

Calculated values
Kohn-Sham gap in hartree: 0.305
ΔE to the lowest compared entry with this formula, charge and spin in kcal per mole: 32.3
Calculated total energy in Eh: -404.70355
Total charge: 0
SMILES: C/C=C(\C)NC.O.O
M in g/mol: 121.18
Multiplicity: 1

***

Entry 4:
The following is a DFT calculation (ωB97M-V/def2-TZVPD) of a 3-piece molecular cluster, C5H15NO2 overall.

Element x y z (Å)
C (-1.4341, 0.8126, 1.3089)
C (-0.4498, 1.8148, 0.5381)
C (0.3562, 1.1992, -0.5952)
C (0.1394, -0.0189, -2.7890)
C (-0.0740, 0.0650, -1.4955)
N (-0.9054, -0.4222, 1.9265)
H (-1.9072, 1.4358, 2.0356)
H (-2.1792, 0.6027, 0.5617)
H (0.2459, 2.2197, 1.3069)
H (-1.1261, 2.5301, 0.1044)
H (0.5914, 2.0408, -1.3503)
H (1.3971, 1.1556, -0.2065)
H (-0.4004, -0.7984, -3.2976)
H (0.6371, 0.6078, -3.5150)
H (-0.6360, -0.6143, -0.8094)
H (0.1070, -0.5553, 1.7508)
H (-1.3567, -1.2824, 1.5689)
H (0.7242, -2.9077, -1.0125)
H (-0.5497, -3.6870, -1.0233)
O (-0.0050, -3.1556, -0.4385)
H (2.8209, 0.2513, 1.9649)
H (1.9635, -1.1124, 1.8513)
O (2.0408, -0.1813, 1.6149)

Calculated values
Kohn-Sham gap in hartree: 0.339
ΔE to the lowest compared entry with this formula, charge and spin in kcal per mole: 59.4
Calculated total energy in Eh: -404.66041
Total charge: 0
SMILES: C=CCCCN.O.O
M in g/mol: 121.18
Multiplicity: 1

***

Entry 5:
The following is a DFT calculation (ωB97M-V/def2-TZVPD) of a 3-piece molecular cluster, C5H15NO2 overall.

Element x y z (Å)
C (-1.6897, -1.4926, -0.9258)
C (-0.3319, -0.8409, -0.7461)
N (-0.3321, 0.6523, -0.9858)
C (-1.3154, 1.3604, -0.2819)
C (1.1012, 0.9617, -0.9648)
C (2.2354, 0.4752, 0.1226)
O (2.3828, -0.8566, -0.1164)
H (-2.4143, -1.1188, -0.2115)
H (-1.6786, -2.5684, -0.8954)
H (-2.0678, -1.2102, -1.9220)
H (0.4784, -1.2555, -1.3000)
H (0.0130, -0.9989, 0.2895)
H (-0.8968, 2.4002, -0.0304)
H (-2.3028, 1.4966, -0.8516)
H (-1.3109, 0.6050, 1.1375)
H (1.4465, 0.4056, -1.8538)
H (1.2077, 2.0434, -1.1799)
H (1.8603, 0.7820, 1.1278)
H (3.1423, 1.1658, -0.0417)
H (-1.5497, 0.3995, 2.6958)
H (1.5293, -1.0467, 2.5570)
H (2.2480, -1.3293, 2.4949)
O (-1.7549, -0.0298, 1.8818)

Calculated values
Kohn-Sham gap in hartree: 0.188
ΔE to the lowest compared entry with this formula, charge and spin in kcal per mole: 181.0
Calculated total energy in Eh: -404.46669
Total charge: 0
M in g/mol: 121.18
Multiplicity: 1

***

Entry 6:
The following is a DFT calculation (ωB97M-V/def2-TZVPD) of a 3-piece molecular cluster, C5H15NO2 overall.

Element x y z (Å)
C (0.2822, -0.9356, 0.1785)
N (-0.4887, 0.2546, -0.1135)
C (-0.9033, 0.4093, -1.5026)
C (0.2533, 1.4658, 0.3418)
C (0.8044, 0.9392, 1.6726)
C (1.0792, -0.5609, 1.4906)
H (-0.3668, -1.7776, 0.4014)
H (1.0306, -1.0427, -0.6123)
H (-1.5775, -0.3715, -1.8547)
H (-1.3755, 1.3803, -1.6104)
H (-0.0244, 0.3865, -2.1602)
H (0.9382, 1.8069, -0.4433)
H (-0.4941, 2.2372, 0.4992)
H (1.7842, 1.4183, 1.7809)
H (0.1388, 1.2086, 2.4868)
H (0.5770, -1.1162, 2.2768)
H (2.1396, -0.7593, 1.3979)
H (-1.8017, 0.1206, 1.3303)
H (-3.1871, -0.4628, 1.1115)
O (-2.6015, -0.1830, 1.7994)
H (0.8557, -0.8158, -2.8217)
H (1.8331, -1.8980, -2.5323)
O (1.1042, -1.7037, -3.1165)

Calculated values
Kohn-Sham gap in hartree: 0.359
ΔE to the lowest compared entry with this formula, charge and spin in kcal per mole: 29.0
Calculated total energy in Eh: -404.70885
Total charge: 0
SMILES: CN1CCCC1.O.O
M in g/mol: 121.18
Multiplicity: 1

***

Entry 7:
The following is a DFT calculation (ωB97M-V/def2-TZVPD) of a 3-piece molecular cluster, C5H15NO3 overall.

Element x y z (Å)
C (-2.5152, 0.5450, 0.5300)
N (-1.7024, 0.8862, -0.6445)
C (-0.2958, 0.4645, -0.5195)
C (-0.2753, -1.0727, -0.8465)
C (0.9439, -1.6322, -1.5139)
O (2.0659, -1.3390, -1.2064)
C (0.5165, 1.2773, -1.5416)
H (-3.4432, 1.1107, 0.4854)
H (-2.0052, 0.8063, 1.4677)
H (-2.7416, -0.5299, 0.5863)
H (-1.6920, 1.8967, -0.7026)
H (0.1356, 0.6125, 0.4596)
H (-0.3651, -1.5832, 0.1173)
H (-1.1636, -1.2411, -1.4671)
H (0.7537, -2.3403, -2.3357)
H (0.5245, 0.7994, -2.4968)
H (0.1614, 2.3161, -1.6321)
H (1.5417, 1.3397, -1.2595)
H (0.3363, -0.2662, 3.8517)
H (0.9933, -0.2293, 2.3935)
O (0.1743, -0.0140, 2.9284)
H (2.4969, -0.4158, 0.3694)
H (3.0854, -1.0357, 1.6235)
O (2.4700, -0.3551, 1.3536)

Calculated values
Kohn-Sham gap in hartree: 0.358
ΔE to the lowest compared entry with this formula, charge and spin in kcal per mole: 31.5
Calculated total energy in Eh: -479.96136
Total charge: 0
SMILES: CN[C@H](C)CC=O.O.O
M in g/mol: 137.18
Multiplicity: 1

***

Entry 8:
The following is a DFT calculation (ωB97M-V/def2-TZVPD) of a 3-piece molecular cluster, C5H15NO4 overall.

Element x y z (Å)
C (-0.8025, -1.1921, 0.9525)
C (-0.4933, -0.9519, -0.5435)
C (-1.4478, 0.1946, -1.0760)
C (-0.5009, -2.3452, -1.1588)
N (-0.4000, 0.0105, 1.7701)
C (0.7798, 0.0668, 2.3524)
O (1.1773, 1.2368, 2.7522)
O (1.5186, -0.9128, 2.4522)
H (-1.8828, -1.4052, 1.1533)
H (-0.1429, -2.0861, 1.3483)
H (0.5902, -0.4496, -0.6477)
H (-2.3826, 0.2901, -0.6294)
H (-1.3325, 0.1936, -2.1758)
H (-1.0615, 1.0995, -0.8494)
H (0.3500, -2.9263, -0.7745)
H (-0.3904, -2.2816, -2.1762)
H (-1.4581, -2.8926, -1.0268)
H (-0.8837, 0.8787, 1.4828)
H (2.1329, 1.2576, 3.0010)
H (2.6148, -0.2455, -2.2149)
H (1.3935, 0.6605, -2.0314)
O (2.3862, 0.6907, -2.4088)
H (0.1786, 3.8237, -0.6094)
H (0.3714, 3.5608, 0.8594)
O (-0.3142, 3.7249, 0.1983)

Calculated values
Kohn-Sham gap in hartree: 0.374
ΔE to the lowest compared entry with this formula, charge and spin in kcal per mole: 27.6
Calculated total energy in Eh: -555.20654
Total charge: 0
SMILES: CC(C)CNC(=O)O.O.O
M in g/mol: 153.18
Multiplicity: 1

***

Entry 9:
The following is a DFT calculation (ωB97M-V/def2-TZVPD) of C5H15NOP as an isolated structure.

Element x y z (Å)
C (-0.6563, 0.6505, 1.7324)
C (0.6245, -1.5149, 1.4479)
C (-2.0838, -0.2598, -0.8360)
C (1.2959, 0.1420, -2.0206)
C (-0.1589, -0.4311, 0.8414)
N (-0.8874, -0.7892, -0.2563)
O (0.7778, 2.0275, -0.4243)
P (1.6218, 0.7072, -0.3875)
H (-1.0519, 1.6355, 1.1945)
H (-1.4930, 0.2598, 2.2425)
H (-0.0091, 1.0517, 2.6287)
H (-0.1474, -2.2997, 1.8158)
H (1.3433, -1.8892, 0.7011)
H (1.0726, -1.1582, 2.2917)
H (-2.3203, -0.9368, -1.6093)
H (-2.8133, -0.4917, 0.0639)
H (-2.0951, 0.8333, -1.1717)
H (1.0899, 1.0423, -2.5933)
H (2.1690, -0.2758, -2.5355)
H (0.3722, -0.5601, -1.9227)
H (-0.4501, -1.6385, -0.7138)
H (0.7925, 2.7218, 0.1546)
H (3.0072, 1.1735, -0.6435)

Calculated values
Kohn-Sham gap (spin up / spin down) in hartree: 0.323 / 0.323
ΔE to the lowest compared entry with this formula, charge and spin in kcal per mole: 44.3
Calculated total energy in Eh: -670.53715
Total charge: +1
M in g/mol: 136.16
Multiplicity: 1

***

Entry 10:
The following is a DFT calculation (ωB97M-V/def2-TZVPD) of a 2-piece molecular cluster, C5H15NOS overall.

Element x y z (Å)
S (-1.9469, -1.4803, 0.4760)
N (2.6027, 0.9002, -0.2718)
C (-2.3598, -0.7564, -1.0693)
C (2.2887, 2.0633, 0.5748)
C (-0.1462, -1.6362, 0.5062)
C (2.0314, -0.3687, 0.2599)
C (0.5036, -0.3517, -0.0103)
H (3.6164, 0.7622, -0.1716)
H (-1.9606, 0.2566, -1.2458)
H (-3.4436, -0.7481, -1.2741)
H (-1.8742, -1.4534, -1.7728)
H (1.2246, 2.3137, 0.7219)
H (2.7533, 2.8508, -0.0422)
H (2.7860, 2.0485, 1.5592)
H (0.3383, -1.8350, 1.4815)
H (0.2104, -2.4021, -0.2091)
H (2.3054, -0.5354, 1.3194)
H (2.5116, -1.1646, -0.3412)
H (0.2674, -0.4416, -1.0881)
H (-0.0049, 0.5545, 0.3713)
O (-4.1044, 0.3388, -0.2427)
H (-3.2211, 0.0458, 0.0769)
H (-4.3782, 1.0390, 0.3922)

Calculated values
Kohn-Sham gap in hartree: 0.349
ΔE to the lowest compared entry with this formula, charge and spin in kcal per mole: 63.3
Calculated total energy in Eh: -727.58488
Total charge: 0
SMILES: CNCCCSC.O
M in g/mol: 137.25
Multiplicity: 1